1.
This record from the Open Molecules 2025 dataset describes a structure of composition BrH10LiO5 at a distorted geometry. The level of theory is wB97M-V/def2-TZVPD.

Geometry as XYZ:
```
17
Properties=species:S:1:pos:R:3:forces:R:3:mulliken_charge:R:1
Li 18.326 18.583 1.162 0.923 0.522 0.247 0.8699
Br 21.011 18.695 0.427 -0.273 0.630 1.341 -0.8991
O 21.504 21.583 2.203 1.071 1.083 1.837 -0.5940
H 21.924 21.439 3.083 -0.093 0.768 -0.822 0.3276
H 21.141 20.729 2.122 -0.910 -1.789 -1.016 0.2478
O 20.110 16.862 -1.626 1.561 -0.056 -0.192 -0.7324
H 20.767 16.761 -2.362 -1.084 0.123 1.000 0.3123
H 20.627 17.358 -0.890 -0.647 -0.916 -1.550 0.3444
O 24.651 17.432 0.266 -0.785 -1.730 -1.237 -0.6311
H 24.767 16.597 -0.314 -0.604 2.174 1.502 0.3127
H 23.674 17.602 0.352 1.355 -0.407 -0.282 0.3041
O 17.889 17.909 -0.404 -1.435 -0.617 0.339 -0.7124
H 18.737 17.404 -0.508 -0.982 -0.211 -1.127 0.4786
H 17.049 17.403 -0.594 1.971 0.392 -0.012 0.3375
O 22.414 17.293 3.395 -0.803 2.639 -1.987 -0.5961
H 22.075 17.777 2.551 0.918 -0.647 2.051 0.3314
H 22.195 16.429 3.121 -0.183 -1.959 -0.093 0.2989
```
Forces are in eV/Å.

The energy above the lowest of the compared OMol25 structures with the same formula, charge and spin comes out at 51.5 kJ/mol. The LUMO energy is -1.109 eV. The HOMO-LUMO gap comes out at 8.66 eV.

=====

2.
This record from the Open Molecules 2025 dataset describes a structure of composition BrH10LiO5 at a distorted geometry. The level of theory is wB97M-V/def2-TZVPD.

Geometry as XYZ:
```
17
Properties=species:S:1:pos:R:3:forces:R:3:mulliken_charge:R:1
Li 45.463 -24.684 25.423 -0.744 0.443 0.345 0.8496
Br 43.427 -23.609 26.306 0.713 -0.576 -0.753 -0.9131
O 43.084 -20.166 26.646 2.452 1.493 -0.725 -0.6243
H 43.983 -19.610 26.415 -3.405 -3.025 0.626 0.3098
H 43.073 -21.129 26.389 0.974 1.621 0.093 0.2977
O 40.117 -23.638 27.424 -4.147 0.952 -0.060 -0.5606
H 39.423 -23.001 27.025 1.343 -1.694 1.199 0.2984
H 40.861 -23.305 27.005 2.768 0.785 -1.136 0.2256
O 41.470 -23.777 23.133 0.006 2.788 -1.704 -0.5854
H 41.120 -24.549 22.779 -0.946 -2.138 -0.760 0.3002
H 41.823 -23.956 23.960 0.976 -0.636 2.528 0.3153
O 43.366 -23.465 29.616 -1.251 -0.967 -4.406 -0.6339
H 43.489 -23.400 28.516 -0.275 -0.084 4.367 0.3319
H 42.509 -23.997 29.596 1.502 1.008 0.325 0.3397
O 41.444 -26.526 27.763 -0.768 -0.918 0.956 -0.5520
H 41.955 -26.045 27.151 0.704 1.393 -1.352 0.3022
H 42.107 -27.094 28.148 0.097 -0.445 0.456 0.2988
```
Forces are in eV/Å.

The energy above the lowest of the compared OMol25 structures with the same formula, charge and spin comes out at 172.4 kJ/mol. The LUMO energy is -1.865 eV. The HOMO-LUMO gap comes out at 8.25 eV.

=====

3.
This record from the Open Molecules 2025 dataset describes a cluster of 6 separate species, BrH10O5 in total at a distorted geometry. The level of theory is wB97M-V/def2-TZVPD.

Geometry as XYZ:
```
16
Properties=species:S:1:pos:R:3:forces:R:3:mulliken_charge:R:1
Br -0.062 0.298 0.322 0.163 -0.094 -0.122 -0.8723
O -2.061 -2.364 1.901 -1.446 -2.084 -0.406 -0.6472
H -1.493 -1.679 1.592 0.843 1.020 -0.767 0.3168
H -2.346 -2.900 1.113 0.676 1.145 1.138 0.3057
O -2.958 1.745 0.733 -2.304 1.924 -0.198 -0.6062
H -2.901 2.259 -0.081 -0.328 0.255 0.138 0.3173
H -2.231 1.200 0.592 2.475 -2.063 0.116 0.2212
O 0.980 -2.082 -1.743 0.909 0.185 1.265 -0.6181
H 0.869 -1.547 -0.903 -0.370 -0.287 -1.124 0.3087
H 1.884 -2.428 -1.618 -0.599 0.098 -0.271 0.2926
O 0.554 2.753 -2.380 -0.812 2.125 -0.823 -0.6177
H 0.685 2.208 -1.639 0.163 -1.493 1.677 0.3191
H 0.979 2.352 -3.114 0.544 -0.712 -0.771 0.2864
O 2.669 0.109 2.114 0.171 0.162 0.863 -0.6119
H 1.982 0.267 1.455 -0.366 -0.047 -0.282 0.3141
H 3.446 -0.197 1.661 0.281 -0.136 -0.433 0.2915
```
Forces are in eV/Å.

The energy above the lowest of the compared OMol25 structures with the same formula, charge and spin comes out at 42.9 kJ/mol. The LUMO energy is 3.453 eV. The charge is -1. The HOMO-LUMO gap comes out at 8.94 eV.

=====

4.
This record from the Open Molecules 2025 dataset describes a structure of composition BrH10O5 at a distorted geometry. The level of theory is wB97M-V/def2-TZVPD.

Geometry as XYZ:
```
16
Properties=species:S:1:pos:R:3:forces:R:3:mulliken_charge:R:1
Br -0.833 0.376 0.553 -9.319 8.103 5.334 -0.9987
O -0.423 2.835 -0.167 -7.133 6.737 -0.475 -0.9502
H 0.460 2.476 -0.250 -1.192 3.316 -0.517 0.5667
H -0.924 2.142 0.264 -0.459 1.446 -0.174 0.2870
O 0.612 -1.045 -0.693 10.440 1.606 -5.927 -0.5491
H 0.149 -0.223 -0.529 1.487 -0.362 -2.313 0.4637
H 1.340 -0.800 -1.264 0.823 0.560 -0.606 0.2131
O -0.991 -1.877 -0.578 -9.718 -5.571 -7.225 -0.4469
H -1.384 -1.035 -0.349 -1.285 -0.603 -0.818 0.2790
H -1.674 -2.335 -1.068 -1.178 -0.379 -0.640 0.1250
O 1.159 1.698 -0.183 11.623 -5.041 -1.239 -0.5828
H 0.717 1.070 0.389 0.144 -0.568 0.945 0.3265
H 2.077 1.664 0.086 0.719 0.030 -0.148 0.2607
O -0.080 -1.843 0.925 4.043 -6.898 10.264 -0.5642
H 0.268 -2.116 1.774 0.599 -0.012 1.359 0.1939
H -0.472 -0.986 1.092 0.406 -2.363 2.181 0.3764
```
Forces are in eV/Å.

The energy above the lowest of the compared OMol25 structures with the same formula, charge and spin comes out at 1628.1 kJ/mol. The LUMO energy is 3.708 eV. The charge is -1. The HOMO-LUMO gap comes out at 7.09 eV.

=====

5.
This record from the Open Molecules 2025 dataset describes a cluster of 9 separate species, BrH16O8 in total. The level of theory is wB97M-V/def2-TZVPD.

Geometry as XYZ:
```
25
Properties=species:S:1:pos:R:3:forces:R:3:mulliken_charge:R:1
Br 0.555 0.757 -0.243 0.044 -0.020 -0.020 -0.9936
O 2.937 -3.645 -3.344 0.090 -0.295 0.024 -0.6540
H 2.556 -2.824 -3.031 -0.169 0.284 0.209 0.3433
H 3.214 -3.454 -4.240 0.053 0.042 -0.193 0.3094
O 2.877 -4.082 2.566 0.105 -0.307 0.042 -0.6538
H 2.600 -3.399 1.955 -0.106 0.235 -0.253 0.3430
H 2.869 -3.655 3.423 -0.020 0.104 0.177 0.3096
O -0.349 -0.406 6.064 -0.203 -0.013 0.151 -0.6427
H 0.181 -0.208 5.291 0.064 0.107 -0.334 0.3335
H 0.275 -0.760 6.698 0.122 -0.082 0.160 0.3090
O -5.327 0.808 0.908 -0.263 0.176 -0.050 -0.6447
H -5.547 0.289 1.682 -0.016 -0.096 0.196 0.3114
H -4.664 0.291 0.452 0.302 -0.058 -0.149 0.3333
O -2.287 1.148 -5.384 -0.106 -0.170 -0.188 -0.6445
H -1.912 1.506 -4.579 0.156 -0.018 0.357 0.3358
H -2.392 1.907 -5.958 -0.035 0.156 -0.138 0.3079
O -0.660 6.068 -2.212 -0.070 0.318 0.001 -0.6509
H -0.555 5.193 -1.836 0.073 -0.321 0.226 0.3452
H -0.668 5.923 -3.158 0.014 -0.038 -0.193 0.3043
O -2.321 -5.196 0.366 -0.274 -0.139 0.044 -0.6529
H -1.601 -5.822 0.295 0.180 -0.136 -0.015 0.3156
H -1.906 -4.339 0.269 0.106 0.306 -0.031 0.3371
O 3.939 4.977 1.493 0.081 0.293 0.165 -0.6549
H 3.419 4.174 1.453 -0.283 -0.268 -0.066 0.3443
H 4.766 4.749 1.069 0.155 -0.060 -0.120 0.3093
```
Forces are in eV/Å.

The energy above the lowest of the compared OMol25 structures with the same formula, charge and spin comes out at 216.1 kJ/mol. The LUMO energy is 2.517 eV. The charge is -1. The HOMO-LUMO gap comes out at 6.69 eV.

=====

6.
This record from the Open Molecules 2025 dataset describes an isolated molecule of BrH2NOS at a distorted geometry. The level of theory is wB97M-V/def2-TZVPD.

Geometry as XYZ:
```
6
Properties=species:S:1:pos:R:3:forces:R:3:mulliken_charge:R:1
N 0.933 0.751 -0.394 0.371 1.417 -2.335 -0.4047
S -0.078 -0.223 0.130 1.223 -5.378 2.280 0.4281
O -0.010 -2.146 0.172 -0.512 6.456 -0.662 -0.4958
Br -2.347 0.419 0.009 1.259 -0.395 0.112 -0.0625
H 1.090 1.188 -1.347 -0.712 -1.434 1.369 0.2728
H 0.411 0.010 1.431 -1.629 -0.665 -0.764 0.2621
```
Forces are in eV/Å.

The energy above the lowest of the compared OMol25 structures with the same formula, charge and spin comes out at 484.8 kJ/mol. The LUMO energy (spin up / spin down) is -2.389 / -2.390 eV. Its SMILES is N=[S@H](=O)Br. The HOMO-LUMO gap (spin up / spin down) comes out at 7.98 / 7.98 eV.

=====

7.
This record from the Open Molecules 2025 dataset describes an isolated molecule of BrH2OPS at a distorted geometry. The level of theory is wB97M-V/def2-TZVPD.

Geometry as XYZ:
```
6
Properties=species:S:1:pos:R:3:forces:R:3:mulliken_charge:R:1
O 0.573 1.509 -0.039 0.369 0.145 1.496 -0.3870
P 1.245 0.297 0.763 -0.749 -0.678 1.105 0.3617
S -0.016 -1.496 0.165 0.566 1.773 -0.165 -0.2737
Br 3.316 -0.055 -0.117 -0.521 -0.050 -0.344 -0.1841
H 0.499 1.391 -0.957 -0.302 -0.144 -2.237 0.3254
H 1.131 -2.056 0.451 0.636 -1.046 0.145 0.1577
```
Forces are in eV/Å.

The energy above the lowest of the compared OMol25 structures with the same formula, charge and spin comes out at 5.5 kJ/mol. The LUMO energy is -0.072 eV. Its SMILES is OP(S)Br. The HOMO-LUMO gap comes out at 9.15 eV.

=====

8.
This record from the Open Molecules 2025 dataset describes a structure of composition BrH2OPS at a distorted geometry. The level of theory is wB97M-V/def2-TZVPD.

Geometry as XYZ:
```
6
Properties=species:S:1:pos:R:3:forces:R:3:mulliken_charge:R:1
O -0.374 1.228 -0.705 -0.328 -2.023 0.135 -0.3444
P -0.109 0.483 0.693 1.738 -1.859 -1.451 0.3978
S -1.070 -1.240 -0.019 -0.354 1.133 -0.589 -0.1380
Br 2.576 -0.527 -0.219 -1.685 0.726 0.815 -0.4471
H -0.402 2.144 -0.605 0.118 2.688 0.064 0.3390
H -0.620 -2.088 0.855 0.511 -0.666 1.026 0.1927
```
Forces are in eV/Å.

The energy above the lowest of the compared OMol25 structures with the same formula, charge and spin comes out at 111.6 kJ/mol. The LUMO energy is -1.781 eV. The HOMO-LUMO gap comes out at 7.23 eV.

=====

9.
This record from the Open Molecules 2025 dataset describes a cluster of 2 separate species, BrH2P in total at a distorted geometry. The level of theory is wB97M-V/def2-TZVPD.

Geometry as XYZ:
```
4
Properties=species:S:1:pos:R:3:forces:R:3:mulliken_charge:R:1
P 0.586 0.074 -0.607 -2.948 -2.634 1.363 -0.0355
Br 0.019 1.665 0.817 -0.262 0.679 -0.141 -0.1006
H 0.644 -0.759 0.616 0.469 0.144 -1.439 0.1211
H -1.249 -0.981 -0.826 2.741 1.811 0.217 0.0150
```
Forces are in eV/Å.

The energy above the lowest of the compared OMol25 structures with the same formula, charge and spin comes out at 212.8 kJ/mol. The LUMO energy is -0.760 eV. The HOMO-LUMO gap comes out at 8.91 eV.

=====

10.
This record from the Open Molecules 2025 dataset describes an isolated molecule of BrH3N2 at a distorted geometry. The level of theory is wB97M-V/def2-TZVPD.

Geometry as XYZ:
```
6
Properties=species:S:1:pos:R:3:forces:R:3:mulliken_charge:R:1
N -0.342 0.529 -0.676 -1.572 -1.381 2.514 -0.3047
N 0.564 0.262 0.309 -0.399 1.229 2.881 -0.3830
Br 0.907 -1.728 0.938 -0.543 0.672 -0.463 -0.1674
H 0.112 0.109 -1.465 -1.043 -0.177 -1.084 0.2672
H -1.352 0.241 -0.347 2.407 0.392 -1.879 0.2763
H 0.110 0.587 1.240 1.149 -0.735 -1.970 0.3115
```
Forces are in eV/Å.

The energy above the lowest of the compared OMol25 structures with the same formula, charge and spin comes out at 35.7 kJ/mol. The LUMO energy is -0.281 eV. Its SMILES is NNBr. The HOMO-LUMO gap comes out at 9.05 eV.

=====

- energy above the lowest of the compared OMol25 structures with the same formula, charge and spin of number 5 (BrH16O8)?
  216.1 kJ/mol

=====

- Among the records above, which one has the lowest energy above the lowest of the compared OMol25 structures with the same formula, charge and spin?
  number 7